Record 1
The following is a quantum chemistry calculation of a structure of composition C32H27BaClN4O5S in a non-equilibrium geometry, from the OMol25 dataset.

Values from the calculation:
charge = -2
ΔE to the lowest compared entry with this formula, charge and spin = 54.1 kcal per mole
multiplicity = 1

```
71
C32H27BaClN4O5S (ωB97M-V/def2-TZVPD)
Ba -0.645 -0.383 1.013
Cl -5.699 -1.886 7.070
S 2.289 -0.145 1.449
O 1.377 -1.195 1.839
O -3.371 -2.409 1.228
O 3.368 0.087 2.390
O -4.377 2.467 0.201
O -1.646 -0.967 2.945
N 1.435 1.131 1.080
N -2.677 0.776 0.299
N -0.245 3.089 0.576
N -0.843 -0.031 -2.913
C -3.783 -1.838 3.528
C -4.487 -1.643 5.824
C 4.935 -1.821 -1.093
C 2.006 2.330 0.752
C -3.256 -1.071 6.170
C -4.095 -2.326 2.194
C 0.687 -3.357 -0.544
C 2.908 4.954 0.067
C -0.784 5.362 0.089
C 3.360 2.633 0.589
C -4.742 -2.017 4.531
C 1.019 -4.392 -1.418
C -2.311 -0.866 5.203
C 0.540 5.689 -0.012
C -1.617 -1.250 -2.635
C 0.455 -4.434 -2.685
C -1.134 4.026 0.372
C 4.301 -1.349 0.045
C 1.067 3.392 0.505
C 3.080 -0.701 -0.065
C -0.419 -3.418 -3.058
C 3.792 3.923 0.258
C 1.527 4.697 0.183
C 2.485 -0.503 -1.301
C 4.343 -1.631 -2.335
C -0.204 -2.320 -0.864
C -2.521 -1.211 3.823
C -3.519 1.614 0.266
C 3.128 -0.971 -2.438
C -1.698 1.136 -3.003
C -0.029 -0.171 -4.097
C -0.724 -2.385 -2.172
H 4.830 -2.007 -3.228
H 0.582 -1.070 -4.012
H -2.420 1.062 -3.840
H 1.719 -5.168 -1.111
H 0.684 -5.241 -3.375
H 0.629 0.698 -4.192
H -1.087 2.028 -3.167
H 5.884 -2.337 -1.012
H -1.557 6.109 -0.043
H -3.068 -0.796 7.200
H 1.524 -0.007 -1.377
H 4.856 4.104 0.156
H -2.243 1.250 -2.067
H 0.853 6.701 -0.250
H 3.251 5.954 -0.176
H 1.157 -3.362 0.440
H -2.174 3.715 0.420
H -5.694 -2.470 4.276
H -0.631 -0.249 -5.025
H -5.150 -2.690 2.107
H -2.311 -1.005 -1.829
H -1.353 -0.423 5.449
H 4.094 1.862 0.758
H 2.669 -0.829 -3.407
H 4.736 -1.466 1.030
H -2.194 -1.544 -3.533
H -0.865 -3.435 -4.052
```

Results of the Löwdin charge analysis, in e, for atoms 1 through 2: Ba 2.01; Cl 0.56


Record 2
The following is a quantum chemistry calculation of a cluster of 17 separate species, H35O17 in total in a non-equilibrium geometry, from the OMol25 dataset.

Values from the calculation:
charge = +2
ΔE to the lowest compared entry with this formula, charge and spin = 0.0 kcal per mole
multiplicity = 2

```
52
H35O17 (ωB97M-V/def2-TZVPD)
O 4.282 0.616 -2.077
O -0.644 2.578 3.143
O -2.240 1.557 0.357
O -3.467 -2.332 -0.351
O 2.674 -3.323 -0.835
O -1.073 -0.376 2.865
O 2.749 2.097 0.216
O -1.025 -3.646 0.173
O 0.236 -1.366 -0.133
O 0.102 1.062 -4.582
O -2.936 -0.063 -3.302
O -4.192 -0.073 0.407
O 2.015 -1.201 1.575
O 0.671 1.595 -1.054
O -0.882 3.248 -1.929
O 1.612 1.289 3.631
O 3.741 0.216 2.657
H -0.739 -4.161 0.930
H 1.922 2.515 -0.059
H 0.922 1.353 -1.985
H 2.960 0.800 2.977
H -1.722 0.142 3.354
H 4.056 0.844 -2.978
H -4.904 0.460 0.795
H 3.473 -3.338 -1.373
H 1.525 -1.017 0.780
H -4.774 -0.745 0.026
H -1.896 -3.905 -0.145
H 3.410 2.123 -0.512
H -0.214 0.173 -4.344
H -0.785 1.405 -4.783
H 4.852 -0.146 -2.236
H -3.947 -2.778 0.341
H -0.288 -1.110 -0.893
H 2.239 -4.075 -1.258
H -1.289 3.197 -1.042
H 1.553 1.937 4.357
H -0.569 1.625 3.289
H -0.747 -1.013 3.511
H -1.291 2.616 2.437
H 0.348 2.536 -1.384
H 3.350 -0.727 2.532
H -3.019 -0.392 -2.399
H 0.695 -2.186 -0.289
H -1.973 0.699 0.018
H 3.972 0.576 1.783
H -3.802 -0.221 -3.692
H -1.446 2.638 -2.435
H -3.515 -2.940 -1.103
H 1.717 -2.074 1.855
H -3.195 1.359 0.241
H 1.497 1.954 2.924
```

Results of the natural (NBO) charge analysis, in e, for atoms 1 through 2: O -0.97; O -0.97


Record 3
The following is a quantum chemistry calculation of a cluster of 2 separate species, C5H10O in total, from the OMol25 dataset.

Values from the calculation:
ΔE to the lowest compared entry with this formula, charge and spin = 24.2 kcal per mole
SMILES = O=C1CCCC1.[H][H]
multiplicity = 1

```
16
C5H10O (ωB97M-V/def2-TZVPD)
O 1.094 -1.471 1.145
C -0.712 0.153 1.260
C -0.864 -0.011 -1.175
C 0.478 -0.566 0.634
C -1.536 0.648 0.052
C 0.619 -0.050 -0.788
H 1.031 0.971 -0.764
H -1.220 -1.045 -1.282
H 3.455 -0.219 0.128
H -1.064 0.510 -2.115
H -1.480 1.739 -0.041
H -1.242 -0.533 1.925
H -2.593 0.382 0.139
H -0.336 0.976 1.878
H 3.045 -0.773 0.409
H 1.262 -0.678 -1.408
```

Results of the natural (NBO) charge analysis, in e, for atoms 1 through 2: O -0.54; C -0.53


Record 4
The following is a quantum chemistry calculation of an isolated molecule of C16H14N6O2 in a non-equilibrium geometry, from the OMol25 dataset.

Values from the calculation:
SMILES = Nc1nn(-c2ccccc2)c(N)c1/N=N/c1ccc2c(c1)OCO2
multiplicity = 1
total energy = -29850.1585 eV

```
38
C16H14N6O2 (ωB97M-V/def2-TZVPD)
O 0.326 -5.781 0.374
O -1.112 -6.427 -1.418
N 0.643 2.459 0.997
N 0.166 -1.184 -1.476
N -1.343 1.347 -0.029
N 3.404 0.492 0.499
N 1.002 -0.706 -0.572
N 2.022 2.249 1.263
C 0.004 1.481 0.223
C -0.873 -4.373 -2.768
C 0.101 -2.611 -1.551
C 0.014 -4.746 -0.528
C -0.591 -5.179 -1.688
C -0.987 5.710 0.108
C -0.164 4.286 2.413
C -0.479 4.398 -0.001
C -0.591 -3.062 -2.699
C 0.995 0.559 0.002
C 2.217 1.124 0.625
C -0.679 5.587 2.511
C 0.386 -3.418 -0.494
C -1.113 6.275 1.331
C -0.580 -6.731 -0.094
C 0.050 3.733 1.139
H 4.077 0.566 1.289
H 0.013 -7.593 -0.088
H -1.433 -7.062 0.599
H -1.333 6.208 -0.790
H 3.172 -0.308 -0.115
H -1.489 7.314 1.466
H -1.473 -4.774 -3.619
H -1.945 1.603 0.645
H -0.863 -2.379 -3.544
H -0.641 5.947 3.562
H 0.240 3.753 3.350
H -0.546 3.971 -1.047
H -1.449 0.413 -0.376
H 0.854 -3.142 0.501
```

Results of the natural (NBO) charge analysis, in e, for atoms 1 through 2: O -0.46; O -0.49


Record 5
The following is a quantum chemistry calculation of a structure of composition C56H63CaN10O4SSi, from the OMol25 dataset.

Values from the calculation:
charge = -1
ΔE to the lowest compared entry with this formula, charge and spin = 0.0 kcal per mole
multiplicity = 1

```
136
C56H63CaN10O4SSi (ωB97M-V/def2-TZVPD)
Ca 0.431 -0.314 0.213
S -2.812 -2.373 -2.497
Si 1.789 3.172 0.020
O 2.643 -0.997 -0.822
O 1.715 1.609 0.202
O 0.468 -2.430 -0.720
O 2.153 -0.663 1.773
N -4.526 -0.412 -3.036
N -1.137 -1.433 1.719
N 0.924 -3.449 2.271
N 1.201 -4.091 -2.039
N 0.215 0.019 -2.390
N -4.795 -1.543 -0.953
N 4.273 -0.133 2.320
N -2.553 1.075 1.021
N -1.468 1.237 0.245
N 2.047 -3.892 1.675
C 5.663 0.050 1.958
C -5.836 -0.783 -0.671
C 0.080 4.655 -1.818
C -0.618 4.003 3.308
C 0.090 3.372 2.292
C 5.426 5.236 -0.542
C -1.817 -5.556 0.985
C -0.577 5.385 3.425
C -3.487 0.664 4.557
C -4.196 1.458 5.621
C -0.111 -4.724 -2.058
C 2.746 -2.283 -1.387
C -2.820 -4.601 0.823
C 3.308 -0.466 1.435
C 4.108 4.812 -0.673
C 0.256 4.538 -4.214
C 3.726 -0.568 -0.029
C -6.301 0.190 -1.553
C -3.216 1.204 3.312
C -2.528 0.498 2.328
C 4.448 3.197 1.050
C -5.578 0.325 -2.726
C -3.643 1.623 0.444
C -3.255 2.159 -0.759
C 2.522 -3.059 3.722
C -0.305 -2.042 -5.085
C 0.003 -0.217 -3.491
C 2.256 -4.808 -2.714
C 0.882 5.489 1.517
C -0.279 -0.520 -4.904
C 1.171 -2.941 3.494
C 3.588 3.787 0.118
C 6.259 4.636 0.391
C -1.884 1.887 -0.832
C 0.178 6.130 2.527
C -1.648 0.086 -5.246
C 3.923 0.099 3.708
C -4.150 -1.366 -2.142
C -2.598 -3.271 1.105
C -6.487 -1.005 0.668
C 0.849 4.100 1.374
C 1.163 3.790 -1.658
C -3.062 -0.647 4.778
C 0.828 0.106 -5.759
C 1.343 3.681 -4.080
C -1.975 -0.783 2.576
C -0.368 -3.777 1.743
C -1.357 -2.802 1.567
C 1.779 3.309 -2.818
C 3.016 -3.654 2.550
C -0.591 -5.120 1.454
C 1.371 -2.947 -1.357
C -2.341 -1.338 3.829
C -0.377 5.022 -3.079
C -2.045 -6.996 0.609
C 5.765 3.612 1.190
H -1.095 -2.471 -4.468
H -4.764 2.282 5.185
H -6.177 -1.968 1.068
H 2.615 2.622 -2.729
H -0.852 -4.057 -1.622
H 4.032 -3.925 2.303
H -0.390 -4.938 -3.092
H -3.494 1.890 6.340
H 4.015 0.433 -0.359
H -1.130 5.882 4.213
H 0.658 -2.484 -4.816
H 3.067 -2.748 4.596
H 2.056 -4.866 -3.788
H -2.031 -2.357 4.030
H 0.225 -5.817 1.607
H 4.116 1.143 3.971
H -3.880 2.630 -1.496
H 4.063 2.399 1.678
H 6.411 3.145 1.925
H -2.428 -0.342 -4.614
H -0.082 -5.655 -1.489
H -1.204 3.410 4.001
H -7.162 0.807 -1.334
H -0.096 4.822 -5.199
H -1.873 -0.128 -6.294
H 5.803 6.033 -1.171
H 3.473 5.286 -1.414
H 3.105 -2.197 -2.419
H 3.224 -4.338 -2.567
H 7.286 4.964 0.497
H 1.472 6.086 0.827
H -1.267 -7.642 1.020
H 0.368 -2.537 4.085
H -1.630 1.169 -5.111
H -5.866 1.075 -3.461
H 0.049 2.294 2.201
H 2.317 -5.827 -2.323
H 2.869 -0.122 3.845
H -1.184 2.109 -1.621
H 4.575 -1.248 -0.144
H -6.180 -0.233 1.379
H 0.851 1.188 -5.631
H -2.046 -7.125 -0.478
H -4.605 1.559 0.921
H 3.442 -2.913 -0.821
H -7.575 -0.969 0.592
H -0.508 -2.263 -6.135
H 0.633 -0.118 -6.809
H 0.216 7.209 2.616
H -3.009 -7.355 0.973
H 6.239 -0.874 2.078
H 4.515 -0.546 4.361
H -3.565 2.202 3.069
H -4.893 0.834 6.184
H -1.230 5.683 -3.174
H -3.364 -2.544 0.870
H -0.433 5.033 -0.941
H -3.292 -1.131 5.722
H -3.780 -4.890 0.408
H 5.770 0.409 0.937
H 1.808 -0.297 -5.496
H 6.097 0.809 2.608
H 1.848 3.304 -4.962
```

Results of the Löwdin charge analysis, in e, for atoms 1 through 2: Ca 1.37; S 0.55


Record 6
The following is a quantum chemistry calculation of an isolated molecule of H3NO3S in a non-equilibrium geometry, from the OMol25 dataset.

Values from the calculation:
ΔE to the lowest compared entry with this formula, charge and spin = 143.3 kcal per mole
SMILES = NSOOO
multiplicity = 1

```
8
H3NO3S (ωB97M-V/def2-TZVPD)
S 0.172 0.552 -1.031
O -0.464 -0.138 1.696
O 0.568 0.080 0.794
O -0.853 1.144 2.052
N 0.131 -0.749 -1.988
H 1.052 -0.863 -2.428
H -0.198 1.501 2.641
H -0.407 -1.528 -1.736
```

Results of the natural (NBO) charge analysis, in e, for atoms 1 through 2: S 0.61; O -0.01


Record 7
The following is a quantum chemistry calculation of a structure of composition C30H18Cl5LiN2O4Se2Te in a non-equilibrium geometry, from the OMol25 dataset.

Values from the calculation:
charge = -2
ΔE to the lowest compared entry with this formula, charge and spin = 317.7 kcal per mole
multiplicity = 1

```
63
C30H18Cl5LiN2O4Se2Te (ωB97M-V/def2-TZVPD)
Te -3.174 0.411 1.321
Se -2.747 -2.523 1.390
Se -1.525 -4.764 0.099
Cl -0.060 -0.951 7.417
Cl 0.062 2.515 2.259
Cl -0.611 -1.700 3.191
Cl 2.262 3.124 4.602
Cl 1.341 1.681 7.089
O 5.906 0.693 -3.506
O 0.249 2.467 -1.445
O 0.435 3.844 -3.198
O 4.679 -0.215 -1.777
N 0.937 0.000 1.072
N -1.873 -2.547 -1.587
C 2.737 1.302 -2.002
C -5.386 -0.225 -0.688
C 0.096 -0.701 0.610
C 4.714 1.374 -3.376
C -2.132 -2.657 3.070
C 1.346 1.635 4.458
C 2.969 2.899 -3.802
C 0.769 -2.374 -2.433
C 4.237 2.413 -4.134
C 0.866 -2.702 3.093
C 0.838 2.940 -2.467
C 0.146 -0.299 5.543
C -1.457 -1.543 -2.360
C 2.419 -0.743 2.913
C 5.961 -0.181 -2.380
C 0.356 -3.401 -1.611
C -0.152 -1.398 -2.808
C -6.490 2.308 -0.859
C -5.402 2.077 -0.027
C 2.086 -2.076 3.055
C -6.476 0.005 -1.515
C -7.036 1.274 -1.606
C -0.979 -3.448 -1.178
C 1.502 0.243 2.413
C 2.225 2.363 -2.759
C 3.980 0.834 -2.339
C -0.496 -0.916 4.651
C 0.947 0.964 5.549
C -4.833 0.809 0.075
C 1.080 1.340 3.044
Li -0.349 1.359 -0.248
H 0.581 -3.738 3.031
H 6.696 0.202 -1.661
H 0.128 -0.550 -3.420
H -4.948 -1.214 -0.637
H -6.911 3.305 -0.924
H 2.168 0.871 -1.191
H 4.815 2.828 -4.950
H -2.215 -0.815 -2.635
H -6.884 -0.812 -2.099
H 1.804 -2.306 -2.751
H -4.983 2.893 0.550
H -2.461 -2.841 4.081
H 2.523 3.712 -4.358
H 3.412 -0.402 3.167
H -7.884 1.455 -2.256
H 1.051 -4.149 -1.253
H 2.912 -2.766 3.217
H 6.231 -1.183 -2.716
```

Results of the natural (NBO) charge analysis, in e, for atoms 1 through 2: Te -0.15; Se 0.39


Record 8
The following is a quantum chemistry calculation of a cluster of 2 separate species, CH4N4O in total in a non-equilibrium geometry, from the OMol25 dataset.

Values from the calculation:
ΔE to the lowest compared entry with this formula, charge and spin = 28.6 kcal per mole
multiplicity = 1

```
10
CH4N4O (ωB97M-V/def2-TZVPD)
O 0.381 -0.081 1.920
N 0.942 0.308 -0.211
N -0.936 -1.674 0.424
N -2.687 -1.239 -1.002
N -1.815 -1.576 -0.286
C 0.801 0.714 0.953
H 1.293 1.085 -0.716
H 1.232 1.688 1.420
H -3.133 -1.909 -1.648
H -0.027 -0.875 1.450
```

Results of the natural (NBO) charge analysis, in e, for atoms 1 through 2: O -0.70; N -0.73


Record 9
The following is a quantum chemistry calculation of a structure of composition C30H45BrN2P2Sn in a non-equilibrium geometry, from the OMol25 dataset.

Values from the calculation:
charge = +2
ΔE to the lowest compared entry with this formula, charge and spin = 0.0 kcal per mole
multiplicity = 1

```
81
C30H45BrN2P2Sn (ωB97M-V/def2-TZVPD)
Sn 1.789 -0.506 0.018
Br 1.414 0.797 2.422
P 4.577 -0.730 0.259
P -0.023 -2.462 0.034
N -1.582 1.085 3.207
N -6.573 5.039 -4.580
C 4.408 1.046 0.697
C 5.648 1.937 0.478
C -0.489 1.377 -2.611
C 0.355 -2.912 -2.740
C -5.383 4.875 -2.512
C -2.104 1.304 5.961
C -2.383 0.121 5.255
C -1.447 2.333 5.258
C 0.764 1.411 -1.979
C -2.027 0.033 3.902
C 0.604 -3.509 -1.351
C -1.726 -1.997 -0.466
C 5.364 -2.036 2.711
C -2.860 2.037 -2.573
C 4.318 -1.995 1.577
C -1.601 1.837 -0.483
C -1.211 2.169 3.885
C -4.691 3.719 -2.957
C -2.644 -1.486 0.637
C -1.181 -4.540 1.619
C -0.098 -3.466 1.560
C -5.943 3.958 -5.023
C -1.652 1.684 -1.887
C -6.314 5.485 -3.356
C -5.003 3.250 -4.259
C 0.757 1.410 -0.576
C -3.641 3.067 -2.145
C 4.386 -1.305 -1.461
C -0.392 1.653 0.170
C 5.454 -2.304 -1.954
H 3.375 -1.746 -1.598
H 0.139 -4.501 -1.255
H -0.658 2.946 3.322
H -0.823 -5.372 2.232
H -0.219 -2.728 2.374
H 6.501 1.596 1.065
H 0.898 -3.922 1.682
H 3.562 1.458 0.115
H -6.191 3.620 -6.032
H -2.884 -0.717 5.722
H 3.321 -1.774 1.985
H -0.446 1.607 1.260
H -2.125 -0.915 3.361
H -2.203 -0.660 1.207
H -1.609 -1.222 -1.245
H 6.304 -2.482 2.367
H -1.434 -4.959 0.640
H -5.196 5.316 -1.538
H 6.449 -1.858 -1.917
H -2.386 1.423 7.002
H -2.917 -2.285 1.334
H 1.669 1.346 -2.596
H 5.583 -1.056 3.150
H -2.183 -2.865 -0.973
H 5.259 -2.583 -2.997
H 5.480 -3.231 -1.376
H -0.694 -3.044 -3.038
H -2.100 -4.177 2.085
H 4.096 1.128 1.751
H -3.571 -1.113 0.184
H 1.681 -3.652 -1.161
H -4.533 2.361 -4.690
H -0.611 1.207 -3.682
H 5.940 1.976 -0.569
H -2.497 2.112 0.097
H 5.002 -2.660 3.541
H -3.472 3.562 -1.169
H -3.066 1.564 -3.532
H 0.579 -1.838 -2.798
H 0.978 -3.423 -3.487
H 4.415 -0.421 -2.120
H -1.141 3.262 5.723
H 5.420 2.964 0.779
H -6.863 6.364 -3.037
H 4.302 -2.983 1.096
```

Results of the Löwdin charge analysis, in e, for atoms 1 through 2: Sn 0.99; Br 0.28